Entry from OMol25: a structure of composition C8H19Br8O3PS3 (ωB97M-V with the def2-TZVPD basis set).

Structure (XYZ):
```
42
Properties=species:S:1:pos:R:3:lowdin_charge:R:1
O 0.28 -4.60 0.38 -0.393
S 0.03 -3.30 -0.20 0.771
O 1.31 -2.37 0.15 -0.863
S 2.50 -2.31 -1.06 0.731
O -0.87 -2.49 0.94 -0.641
P -2.51 -2.47 0.87 0.227
S -3.40 -1.91 -0.71 0.175
H 2.62 -3.64 -1.24 -0.120
H -2.81 -3.78 1.29 -0.008
H -2.69 -1.70 2.03 0.001
Br -0.15 0.45 -0.75 0.629
C -0.11 1.95 -1.97 -0.706
C -0.32 1.52 -3.40 -0.699
Br 1.25 0.64 -4.13 0.611
H 0.84 2.44 -1.83 -0.004
H -0.92 2.61 -1.66 -0.022
H -0.50 2.39 -4.02 0.052
H -1.14 0.82 -3.49 0.044
Br 3.27 -3.23 4.41 0.605
C 2.19 -4.43 3.33 -0.704
C 1.00 -4.96 4.08 -0.705
Br 1.49 -6.31 5.39 0.604
H 2.85 -5.22 2.99 0.055
H 1.86 -3.84 2.48 0.027
H 0.32 -5.45 3.38 0.053
H 0.48 -4.18 4.62 0.050
Br 3.45 0.65 0.41 0.621
C 3.92 2.38 1.17 -0.686
C 2.95 3.46 0.78 -0.684
Br 3.19 4.03 -1.06 0.632
H 4.93 2.60 0.84 0.050
H 3.91 2.24 2.25 0.060
H 3.11 4.35 1.39 0.057
H 1.92 3.13 0.88 0.047
Br -3.84 1.76 -1.53 0.643
C -4.71 3.48 -1.77 -0.687
C -4.14 4.26 -2.93 -0.685
Br -2.39 5.01 -2.54 0.645
H -4.61 4.02 -0.83 0.051
H -5.76 3.27 -1.95 0.059
H -4.78 5.11 -3.17 0.058
H -4.02 3.63 -3.81 0.051
```

Calculated values
* HOMO level: -0.3459 hartree
* spin multiplicity: 1
* LUMO: 0.097 eV
* gap between HOMO and LUMO: 9.51 eV
* DFT total energy: -22669.95383 Eh

=====

Entry from OMol25: the molecule C8H19BrNOPS2 (ωB97M-V with the def2-TZVPD basis set).

Structure (XYZ):
```
33
Properties=species:S:1:pos:R:3:lowdin_charge:R:1
C 1.16 -2.15 1.24 -0.103
C 0.53 -2.18 -0.16 -0.239
C 1.23 -1.33 -1.23 -0.140
C 0.70 0.09 -1.59 -0.367
N 1.32 1.23 -0.93 -0.034
C 1.66 1.11 0.49 -0.278
C 2.07 2.47 1.06 -0.076
C -0.83 0.20 -1.52 -0.643
Br -1.42 1.69 -2.69 0.734
O -1.21 0.48 -0.21 -0.287
C -2.59 0.64 0.02 -0.949
S -2.93 2.22 0.85 0.732
P -3.21 -0.71 1.10 0.315
S -3.46 -2.44 0.27 0.140
H 1.03 -3.11 1.74 0.069
H 0.71 -1.39 1.89 0.060
H 2.23 -1.92 1.20 0.064
H 0.52 -3.21 -0.51 0.106
H -0.52 -1.90 -0.08 0.045
H 2.29 -1.21 -0.97 0.109
H 1.22 -1.90 -2.17 0.110
H 0.92 0.23 -2.66 0.119
H 2.16 1.47 -1.44 0.114
H 2.45 0.37 0.67 0.098
H 0.77 0.74 1.00 0.096
H 2.47 3.11 0.26 0.069
H 2.85 2.36 1.81 0.068
H 1.23 2.98 1.51 0.068
H -1.35 -0.67 -1.91 0.109
H -3.17 0.57 -0.91 0.058
H -2.13 2.90 0.03 -0.140
H -2.33 -0.63 2.19 -0.004
H -4.37 -0.10 1.61 -0.024
```

Calculated values
* HOMO level: -0.3316 hartree
* spin multiplicity: 1
* SMILES string: CCC[C@H](NCC)[C@H](Br)O[C@H](S)[PH2]=S
* LUMO: 0.563 eV
* gap between HOMO and LUMO: 9.59 eV
* DFT total energy: -4157.92651 Eh

=====

Entry from OMol25: a cluster of 2 separate species, C8H19BrOSi in total at a distorted geometry (ωB97M-V with the def2-TZVPD basis set).

Structure (XYZ):
```
30
Properties=species:S:1:pos:R:3:lowdin_charge:R:1
C 3.83 1.23 0.06 -0.113
C -3.05 0.51 -1.24 -0.130
C -1.62 -1.44 -1.96 -0.121
C -1.69 -1.00 2.04 -0.120
C 0.68 -0.20 2.42 -0.141
C 3.19 0.80 -1.27 -0.532
C -1.63 0.04 -1.58 -0.524
C -0.31 -0.77 1.41 -0.515
O 2.38 -0.27 -1.18 -0.266
Si -0.44 0.36 -0.13 0.582
Br -0.37 2.52 0.38 0.440
H 4.37 0.39 0.49 0.065
H 4.52 2.06 -0.11 0.059
H 3.07 1.56 0.76 0.039
H -3.70 0.35 -2.09 0.084
H -3.46 -0.04 -0.39 0.069
H -3.07 1.57 -1.00 0.057
H -2.22 -1.59 -2.86 0.082
H -2.04 -2.05 -1.17 0.072
H -0.60 -1.77 -2.17 0.079
H -2.37 -1.48 1.34 0.060
H -1.59 -1.64 2.91 0.082
H -2.13 -0.06 2.36 0.079
H 1.64 -0.03 1.95 0.058
H 0.82 -0.91 3.24 0.083
H 0.32 0.73 2.85 0.062
H 4.01 0.56 -1.99 0.103
H 2.67 1.68 -1.72 0.089
H -1.27 0.62 -2.43 0.107
H 0.08 -1.73 1.07 0.112
```

Calculated values
* HOMO level (spin up / spin down): -0.2771 / -0.2771 hartree
* spin multiplicity: 1
* LUMO (spin up / spin down): -0.914 / -0.914 eV
* gap between HOMO and LUMO (spin up / spin down): 6.63 / 6.63 eV
* DFT total energy: -3254.90036 Eh

=====

Entry from OMol25: a cluster of 3 separate species, C8H19FO5 in total at a distorted geometry (ωB97M-V with the def2-TZVPD basis set).

Structure (XYZ):
```
33
Properties=species:S:1:pos:R:3:lowdin_charge:R:1
C 2.02 -3.73 -0.29 -0.082
C 2.25 -2.26 0.05 -0.206
C 0.97 -1.47 0.17 -0.148
O 0.14 -1.71 -1.00 0.063
C -0.98 -2.39 -0.85 -0.542
O -1.89 -2.35 -1.64 0.152
O -1.06 -3.22 0.28 0.066
F -2.28 -2.82 0.90 -0.002
H 1.23 -4.12 0.33 0.067
H 1.73 -3.84 -1.32 0.076
H 2.92 -4.29 -0.10 0.071
H 2.87 -2.17 0.93 0.113
H 2.80 -1.82 -0.77 0.110
H 0.44 -1.62 1.09 0.128
H 1.21 -0.42 0.12 0.120
C 0.74 3.22 -1.67 -0.091
C 1.62 3.20 -0.43 -0.322
O 2.90 2.62 -0.71 -0.087
H 0.61 2.21 -2.06 0.072
H -0.24 3.65 -1.44 0.072
H 1.20 3.82 -2.46 0.072
H 1.17 2.58 0.34 0.103
H 1.76 4.21 -0.03 0.108
H 3.32 3.15 -1.39 0.075
C -3.49 1.51 0.88 -0.084
C -2.39 0.55 1.27 -0.320
O -1.58 1.06 2.33 -0.085
H -3.07 2.47 0.58 0.073
H -4.09 1.12 0.06 0.077
H -4.16 1.70 1.73 0.073
H -1.72 0.38 0.43 0.104
H -2.81 -0.42 1.57 0.099
H -2.15 1.20 3.09 0.076
```

Calculated values
* HOMO level: -0.3834 hartree
* spin multiplicity: 1
* SMILES string: CCCOC(=O)OF.CCO.CCO
* LUMO: -0.146 eV
* gap between HOMO and LUMO: 10.29 eV
* DFT total energy: -792.12188 Eh

=====

Entry from OMol25: a structure of composition C8H19GdI2O3P2 at a distorted geometry (ωB97M-V with the def2-TZVPD basis set).

Structure (XYZ):
```
35
Properties=species:S:1:pos:R:3:mulliken_spin:R:1
I -2.54 -0.41 -1.21 0.015
I -0.62 -0.29 -3.03 -0.006
Gd 1.12 -0.08 1.09 6.602
P 0.03 -2.73 -0.31 0.217
C -0.49 -3.84 1.06 0.011
C -0.98 -3.57 -1.61 0.010
H -0.72 -4.64 -1.62 0.006
H 1.29 -4.69 -0.93 0.000
H -0.79 -3.17 -2.61 -0.001
H 2.05 -3.16 -1.59 0.000
H -1.52 -3.57 1.35 0.000
H -2.05 -3.40 -1.46 -0.001
C 1.57 -3.64 -0.73 0.019
H -0.49 -4.87 0.65 0.004
H 2.22 -3.62 0.15 0.004
H 0.22 -3.72 1.88 0.000
P 0.19 2.57 0.15 0.034
C -0.17 3.80 1.45 0.001
C 1.61 3.38 -0.68 -0.001
H -1.03 2.51 -1.99 0.000
H -1.13 4.17 -1.24 0.001
H -2.10 2.79 -0.66 0.000
C -1.12 3.08 -1.05 -0.001
H 1.86 2.84 -1.60 0.000
H 1.38 4.43 -0.92 -0.002
H 0.00 4.83 1.10 0.000
H 0.43 3.57 2.33 0.000
H 2.46 3.39 0.01 0.001
H -1.21 3.72 1.76 0.000
C -0.75 0.72 2.20 -0.016
O -1.62 1.07 2.91 0.008
O 1.79 -1.60 2.53 0.044
C 2.56 -0.72 3.13 0.010
O 2.54 0.47 2.71 0.024
H 3.21 -1.08 3.96 0.014
```

Calculated values
* charge: +2
* HOMO level (spin up / spin down): -0.5769 / -0.5762 hartree
* spin multiplicity: 8
* LUMO (spin up / spin down): -8.186 / -10.550 eV
* expectation value of S²: 16.07
* gap between HOMO and LUMO (spin up / spin down): 7.51 / 5.13 eV
* DFT total energy: -2585.14416 Eh

=====

Entry from OMol25: a cluster of 3 separate species, C8H19N in total at a distorted geometry (ωB97M-V with the def2-TZVPD basis set).

Structure (XYZ):
```
28
Properties=species:S:1:pos:R:3:lowdin_charge:R:1
C 0.93 -0.56 -0.16 -0.444
C -0.55 1.37 0.93 -0.292
C -1.13 0.29 0.21 -0.450
C 1.92 0.45 -0.72 -0.116
C 1.45 -1.15 1.14 -0.103
C 0.69 -1.65 -1.19 -0.116
C -1.77 -0.84 0.98 -0.080
C -1.64 0.51 -1.19 -0.065
N -0.05 2.50 0.36 0.074
H -0.20 1.17 1.93 0.118
H -2.15 1.53 1.12 0.161
H -0.29 2.73 -0.59 0.096
H 0.62 3.05 0.87 0.102
H 1.65 -0.38 1.90 0.070
H -0.04 -2.39 -0.85 0.065
H 1.53 0.96 -1.61 0.068
H 2.22 1.20 0.02 0.062
H 2.85 -0.05 -1.04 0.082
H 2.40 -1.69 0.99 0.084
H 0.75 -1.88 1.57 0.069
H 1.62 -2.21 -1.40 0.081
H 0.34 -1.25 -2.14 0.069
H -2.86 -0.75 0.94 0.080
H -1.48 -1.80 0.55 0.068
H -1.48 -0.83 2.03 0.082
H -2.55 1.12 -1.18 0.081
H -1.89 -0.45 -1.65 0.083
H -0.90 1.00 -1.82 0.071
```

Calculated values
* HOMO level: -0.2360 hartree
* spin multiplicity: 1
* LUMO: 0.768 eV
* gap between HOMO and LUMO: 7.19 eV
* DFT total energy: -370.80704 Eh

=====

> What is the spin multiplicity in the fourth record?

1

=====

What did the first record say?
Entry from OMol25: a structure of composition C8H19Br8O3PS3 (ωB97M-V with the def2-TZVPD basis set).

Structure (XYZ):
```
42
Properties=species:S:1:pos:R:3:lowdin_charge:R:1
O 0.28 -4.60 0.38 -0.393
S 0.03 -3.30 -0.20 0.771
O 1.31 -2.37 0.15 -0.863
S 2.50 -2.31 -1.06 0.731
O -0.87 -2.49 0.94 -0.641
P -2.51 -2.47 0.87 0.227
S -3.40 -1.91 -0.71 0.175
H 2.62 -3.64 -1.24 -0.120
H -2.81 -3.78 1.29 -0.008
H -2.69 -1.70 2.03 0.001
Br -0.15 0.45 -0.75 0.629
C -0.11 1.95 -1.97 -0.706
C -0.32 1.52 -3.40 -0.699
Br 1.25 0.64 -4.13 0.611
H 0.84 2.44 -1.83 -0.004
H -0.92 2.61 -1.66 -0.022
H -0.50 2.39 -4.02 0.052
H -1.14 0.82 -3.49 0.044
Br 3.27 -3.23 4.41 0.605
C 2.19 -4.43 3.33 -0.704
C 1.00 -4.96 4.08 -0.705
Br 1.49 -6.31 5.39 0.604
H 2.85 -5.22 2.99 0.055
H 1.86 -3.84 2.48 0.027
H 0.32 -5.45 3.38 0.053
H 0.48 -4.18 4.62 0.050
Br 3.45 0.65 0.41 0.621
C 3.92 2.38 1.17 -0.686
C 2.95 3.46 0.78 -0.684
Br 3.19 4.03 -1.06 0.632
H 4.93 2.60 0.84 0.050
H 3.91 2.24 2.25 0.060
H 3.11 4.35 1.39 0.057
H 1.92 3.13 0.88 0.047
Br -3.84 1.76 -1.53 0.643
C -4.71 3.48 -1.77 -0.687
C -4.14 4.26 -2.93 -0.685
Br -2.39 5.01 -2.54 0.645
H -4.61 4.02 -0.83 0.051
H -5.76 3.27 -1.95 0.059
H -4.78 5.11 -3.17 0.058
H -4.02 3.63 -3.81 0.051
```

Calculated values
* HOMO level: -0.3459 hartree
* spin multiplicity: 1
* LUMO: 0.097 eV
* gap between HOMO and LUMO: 9.51 eV
* DFT total energy: -22669.95383 Eh